The following is a DFT calculation (ωB97M-V with the def2-TZVPD basis set) of C2H4OS2 as an isolated structure in a non-equilibrium geometry.

XYZ file:
```
9
Properties=species:S:1:pos:R:3:forces:R:3
S -1.962 -0.430 0.457 1.973 -0.576 -0.210
S -1.212 1.413 0.056 0.993 0.668 -0.949
O -2.846 -0.980 -0.559 -0.498 -0.024 -0.385
C 0.058 0.256 -0.443 -3.551 0.519 0.558
C 1.229 0.007 0.338 2.879 -0.577 0.106
H 0.033 -0.215 -1.408 -0.570 0.182 -0.408
H 2.170 0.625 0.013 -1.417 -1.456 -0.367
H 1.357 -1.148 0.233 0.648 2.135 0.905
H 1.173 0.472 1.313 -0.457 -0.870 0.750
```
Positions in Å, forces in eV/Å.

Values from the calculation:
gap between HOMO and LUMO (spin up / spin down): 8.3466 / 8.3479 eV
molecular weight: 108.19 g mol⁻¹
ΔE to the lowest compared entry with this formula, charge and spin: 50.3 kcal per mole
electronic energy: -25854.313 eV
net charge: 0
LUMO energy (spin up / spin down): -0.256 / -0.255 eV

=====

The following is a DFT calculation (ωB97M-V with the def2-TZVPD basis set) of one molecule with the formula C3H5NO5S in a non-equilibrium geometry.

XYZ file:
```
15
Properties=species:S:1:pos:R:3:forces:R:3
S -1.482 -0.464 -0.399 -1.588 0.874 -2.207
O -0.552 -1.511 0.384 0.545 -0.439 0.661
O -2.877 -0.807 -0.379 0.011 -1.231 0.522
O -1.473 0.883 0.667 -0.377 -1.504 -0.296
O -1.351 2.247 -1.157 -1.901 -2.374 -0.168
O 1.337 -1.678 -1.213 -1.854 2.542 0.728
N 1.417 0.802 1.002 0.944 -2.219 3.066
C -1.048 1.981 0.093 1.152 3.255 0.439
C 0.818 -1.171 0.058 1.888 -0.063 -2.020
C 0.862 0.389 -0.075 1.538 -2.226 0.185
H -1.996 1.549 -1.568 1.284 1.369 0.496
H 1.634 0.220 1.950 -0.437 1.323 -2.937
H 1.516 -2.596 -1.212 0.145 -1.565 0.479
H 1.605 1.750 1.117 -0.013 2.043 0.271
H 1.592 -1.594 0.733 -1.337 0.215 0.779
```
Positions in Å, forces in eV/Å.

Values from the calculation:
gap between HOMO and LUMO: 8.8808 eV
molecular weight: 167.14 g mol⁻¹
ΔE to the lowest compared entry with this formula, charge and spin: 97.7 kcal per mole
electronic energy: -25748.135 eV
net charge: 0
LUMO energy: 0.421 eV

=====

The following is a DFT calculation (ωB97M-V with the def2-TZVPD basis set) of C35H48AsBN9S3Si2Y as an isolated structure in a non-equilibrium geometry.

XYZ file:
```
100
Properties=species:S:1:pos:R:3:forces:R:3
Y -0.507 -0.846 -0.882 -1.051 -0.724 -0.889
As 0.540 -0.471 -3.979 -0.094 -0.259 0.097
S -2.964 0.273 0.738 0.121 -0.502 -0.206
S -1.648 -2.456 -2.343 0.565 0.796 0.791
S -1.702 1.466 -2.344 0.238 0.092 0.088
Si 1.939 1.764 1.002 0.125 -0.169 0.345
Si 2.735 0.061 2.452 -0.118 0.165 -0.192
N -0.558 -3.431 1.457 0.184 0.137 -0.278
N -0.605 -1.155 2.032 -0.009 0.112 -0.169
N -1.053 4.017 -1.630 0.224 -0.006 -0.097
N 0.234 -2.938 0.430 -0.376 0.216 0.198
N 2.037 -2.054 -1.384 -0.118 0.336 -0.011
N -4.865 -0.778 -0.940 -0.066 -0.201 0.103
N -4.696 1.384 -1.052 -0.023 0.207 0.021
N -3.010 3.432 -0.891 -0.112 -0.082 0.087
N -1.880 -0.508 3.885 -0.106 -0.128 0.207
C -1.863 -2.825 3.345 0.136 0.021 -0.168
C -2.317 -1.801 4.164 -0.036 0.154 0.063
C 3.508 -1.466 1.723 0.111 -0.209 -0.091
C 3.980 3.813 1.943 -0.020 -0.110 0.039
C -0.972 -2.482 2.221 -0.272 0.054 0.369
C 5.114 4.019 2.712 -0.012 -0.041 0.004
C 1.943 -0.359 4.092 -0.149 -0.009 0.145
C -5.646 0.988 -1.972 0.164 0.098 0.087
C -5.753 -0.355 -1.908 0.074 -0.078 0.045
C -3.137 -4.391 4.654 -0.009 0.041 0.028
C 0.977 -3.798 -0.118 0.446 -0.204 -0.296
C 3.018 -1.640 -2.181 -0.061 0.009 0.125
C -3.586 -3.345 5.466 -0.019 -0.122 -0.008
C 5.654 2.980 3.474 -0.049 -0.002 -0.036
C -4.215 0.290 -0.440 0.024 0.268 -0.188
C 1.958 -3.364 -1.129 -0.303 -0.123 0.280
C 3.942 -2.492 -2.768 0.021 0.111 -0.041
C 2.812 -4.291 -1.697 0.206 -0.165 -0.123
C 5.061 1.727 3.476 -0.107 0.056 -0.085
C 2.421 1.638 -0.804 0.002 -0.160 -0.154
C 0.179 4.016 -2.394 -0.073 0.014 0.114
C 0.302 2.629 1.194 -0.241 -0.002 0.091
C -3.181 -2.051 5.228 0.009 0.064 0.008
C -0.846 0.099 -5.223 -0.063 -0.005 0.063
C -1.947 2.985 -1.576 -0.124 0.279 0.105
C -1.559 5.107 -0.948 0.109 -0.105 -0.103
C -1.091 -0.267 2.839 0.294 0.160 -0.163
C 3.368 2.553 1.935 0.264 0.158 0.064
C -2.283 -4.131 3.603 -0.010 -0.050 -0.047
C 0.851 -2.207 -4.825 0.036 0.028 0.019
C -4.709 -2.154 -0.491 -0.040 0.052 -0.117
C 3.823 -3.848 -2.538 -0.042 -0.157 0.061
C 3.911 1.505 2.708 0.222 0.195 0.052
C 2.021 0.497 -4.849 0.020 0.101 -0.016
C -2.766 4.731 -0.484 -0.180 -0.184 -0.042
B -4.475 2.861 -0.629 -0.059 -0.003 0.065
H 1.334 0.470 4.466 0.046 -0.089 0.009
H 4.720 -2.090 -3.404 -0.022 -0.007 0.032
H 3.580 4.631 1.352 -0.001 -0.030 0.017
H 3.072 -0.574 -2.355 -0.040 0.020 -0.043
H -0.841 0.778 2.679 -0.021 -0.092 -0.016
H 1.044 -2.057 -5.888 0.009 -0.025 -0.014
H -1.929 -4.920 2.953 -0.018 0.021 0.028
H -1.783 -0.374 -4.933 0.011 -0.021 0.015
H 0.314 3.572 0.642 -0.054 0.031 0.028
H -4.261 -3.548 6.288 0.018 -0.012 -0.024
H -4.697 -2.177 0.597 0.022 0.004 0.015
H -6.159 1.701 -2.592 0.027 -0.005 0.047
H 2.741 -2.217 1.507 0.061 0.042 0.023
H 3.319 1.021 -0.899 -0.030 0.103 0.008
H 2.661 2.643 -1.163 -0.008 -0.049 -0.047
H 5.590 4.992 2.723 -0.002 -0.015 0.005
H 4.028 -1.232 0.789 -0.016 -0.054 0.067
H 2.688 -5.341 -1.468 0.013 0.027 -0.027
H -5.559 -2.725 -0.862 -0.013 0.028 0.033
H 0.944 -4.837 0.199 0.060 -0.034 -0.037
H -5.241 3.528 -1.299 0.129 -0.035 0.081
H 0.004 4.331 -3.423 -0.037 0.013 -0.012
H 6.543 3.159 4.068 -0.014 0.004 -0.013
H -3.463 -5.404 4.848 0.003 0.020 0.001
H -0.555 -0.218 -6.224 -0.026 0.016 -0.020
H -3.790 -2.573 -0.893 0.134 -0.005 0.012
H 2.745 -0.532 4.818 -0.056 0.003 -0.017
H 1.902 0.437 -5.930 0.048 0.023 -0.024
H 2.009 1.545 -4.547 -0.002 0.015 -0.015
H -6.361 -1.048 -2.463 0.026 0.009 0.043
H -3.529 -1.235 5.851 0.022 -0.027 -0.036
H -4.680 2.986 0.563 0.021 -0.001 -0.144
H -0.558 2.053 0.829 0.046 0.080 -0.052
H -0.970 1.178 -5.184 0.016 0.016 0.005
H 1.688 -2.739 -4.378 0.019 0.014 0.037
H 5.492 0.934 4.079 -0.023 0.017 -0.035
H -0.055 -2.789 -4.671 -0.011 -0.020 -0.009
H -2.268 0.272 4.389 -0.023 -0.003 0.015
H -3.492 5.277 0.095 0.044 -0.073 -0.051
H 1.649 1.228 -1.467 0.032 0.022 0.018
H 4.508 -4.550 -2.995 -0.014 -0.004 0.009
H 0.123 2.863 2.250 0.014 0.031 -0.082
H 0.584 3.010 -2.408 0.003 -0.038 -0.006
H 4.230 -1.901 2.422 -0.044 0.009 -0.066
H 1.329 -1.260 4.043 -0.004 0.021 0.018
H 0.886 4.698 -1.923 0.006 -0.003 0.000
H 2.987 0.070 -4.578 0.003 -0.015 0.000
H -1.017 6.033 -0.856 -0.008 -0.058 -0.023
```
Positions in Å, forces in eV/Å.

Values from the calculation:
gap between HOMO and LUMO: 5.6646 eV
molecular weight: 921.85 g mol⁻¹
ΔE to the lowest compared entry with this formula, charge and spin: 0.0 kcal per mole
electronic energy: -161309.643 eV
net charge: 0
LUMO energy: -0.657 eV